# C2H8N2O

A single C2H8N2O molecule in a non-equilibrium geometry (wB97M-V/def2-TZVPD, OMol25).

Positions of all 13 atoms, in Å:
C: 0.443 -0.651 1.573
C: -0.259 0.517 0.947
N: 0.369 0.810 -0.654
O: 0.300 -0.414 -1.374
N: -0.669 -0.385 -2.376
H: 0.315 -1.541 0.962
H: 1.506 -0.456 1.697
H: 0.013 -0.844 2.556
H: -1.313 0.344 0.764
H: -0.083 1.469 1.431
H: 1.362 0.960 -0.490
H: -0.413 0.324 -3.065
H: -1.571 -0.135 -1.972

Results
Total charge: 0
HOMO energy (eV): -9.370
SMILES string: CCNON
Gap between HOMO and LUMO (eV): 10.509

# C3H11N

2 unconnected molecules or ions with the total composition C3H11N in a non-equilibrium geometry (wB97M-V/def2-TZVPD, OMol25).

Positions of all 15 atoms, in Å:
C: 2.554 -3.072 2.127
H: 3.605 -3.085 2.006
H: 2.121 -3.132 1.090
H: 2.061 -2.190 2.642
H: 2.199 -3.941 2.704
C: -0.466 0.087 -0.352
C: -1.118 1.535 -0.303
N: -1.300 1.986 -1.708
H: 0.395 0.231 -1.001
H: -0.183 -0.230 0.619
H: -1.148 -0.705 -0.761
H: -2.024 1.605 0.288
H: -0.536 2.345 0.129
H: -1.191 1.302 -2.525
H: -2.014 2.597 -2.064

Results
Total charge: +1
HOMO energy (spin up / spin down) (eV): -15.026 / -15.026
Gap between HOMO and LUMO (spin up / spin down) (eV): 11.250 / 6.123
2S+1: 2

# C20H23N5O2SSe2Te2V

A molecular structure, C20H23N5O2SSe2Te2V (wB97M-V/def2-TZVPD, OMol25).

Positions of all 56 atoms, in Å:
V: -0.170 -0.111 -0.184
O: -1.829 -0.304 1.011
C: -2.112 -0.426 2.250
C: -3.294 -1.106 2.638
C: -3.643 -1.241 3.956
C: -2.840 -0.713 4.971
C: -1.687 -0.047 4.618
C: -1.308 0.113 3.285
C: -0.097 0.828 2.928
N: 0.474 0.916 1.737
C: 1.623 1.653 1.924
C: 1.739 2.017 3.223
N: 0.640 1.491 3.853
H: -3.909 -1.513 1.847
H: -4.552 -1.770 4.211
H: -3.111 -0.829 6.010
H: -1.063 0.344 5.413
H: 2.286 1.861 1.109
H: 2.483 2.591 3.741
H: 0.395 1.592 4.819
Se: 0.081 -0.603 -2.774
Te: -1.802 0.414 -4.032
Te: -1.276 2.819 -2.981
Se: -1.545 1.952 -0.647
S: 1.451 -1.884 0.847
C: 0.157 -2.898 0.294
C: -0.004 -4.285 0.431
C: -1.145 -4.864 -0.068
C: -2.121 -4.081 -0.696
C: -1.890 -2.726 -0.802
N: -0.780 -2.178 -0.318
H: 0.762 -4.865 0.926
H: -1.291 -5.934 0.028
H: -3.026 -4.511 -1.096
H: -2.578 -2.035 -1.279
C: 3.377 -0.843 -1.967
N: 3.404 0.580 -2.219
C: 4.487 1.040 -3.057
C: 4.156 2.387 -3.663
C: 3.820 3.336 -2.531
N: 2.778 2.768 -1.710
C: 1.900 3.704 -1.038
C: 2.580 1.423 -1.552
O: 1.655 1.053 -0.818
H: 3.349 -1.375 -2.920
H: 2.504 -1.111 -1.379
H: 4.268 -1.150 -1.406
H: 4.642 0.285 -3.833
H: 5.424 1.102 -2.480
H: 3.294 2.287 -4.324
H: 4.997 2.764 -4.245
H: 3.454 4.292 -2.916
H: 4.719 3.556 -1.934
H: 1.453 4.376 -1.777
H: 2.462 4.300 -0.312
H: 1.097 3.167 -0.536

Results
Total charge: -1
HOMO energy (spin up / spin down) (eV): -3.592 / -3.636
Gap between HOMO and LUMO (spin up / spin down) (eV): 6.030 / 6.071
2S+1: 3

# C71H162N10O11

11 unconnected molecules or ions with the total composition C71H162N10O11 in a non-equilibrium geometry (wB97M-V/def2-TZVPD, OMol25).

Positions of all 254 atoms, in Å:
C: 5.663 22.248 -27.719
C: 4.797 21.037 -27.433
C: 3.441 21.389 -26.852
C: 4.569 20.218 -28.787
C: 4.090 18.796 -28.554
C: 5.110 18.038 -27.697
C: 5.429 18.636 -26.318
C: 4.397 18.187 -25.236
C: 6.799 18.023 -25.896
N: 5.551 20.160 -26.400
O: 5.984 20.806 -25.207
H: 6.653 21.866 -27.968
H: 5.126 22.862 -28.442
H: 5.863 22.764 -26.780
H: 3.416 21.426 -25.763
H: 3.048 22.328 -27.243
H: 2.634 20.669 -26.984
H: 3.727 20.551 -29.394
H: 5.488 20.134 -29.367
H: 3.099 18.781 -28.101
H: 4.001 18.187 -29.454
H: 6.052 18.099 -28.242
H: 4.725 17.019 -27.727
H: 3.411 18.140 -25.699
H: 4.196 18.955 -24.490
H: 4.724 17.321 -24.660
H: 7.088 18.416 -24.921
H: 7.540 18.372 -26.616
H: 6.689 16.941 -25.964
H: 6.909 20.981 -25.396
C: 11.585 1.903 -24.268
C: 10.357 1.959 -23.260
C: 10.008 0.492 -22.903
C: 10.858 2.626 -21.965
C: 9.752 2.954 -21.012
C: 8.629 3.674 -21.673
C: 8.052 3.093 -22.968
C: 7.019 1.943 -22.580
C: 7.193 4.168 -23.687
N: 9.151 2.641 -23.767
O: 8.880 2.171 -24.991
H: 11.350 1.499 -25.253
H: 12.036 2.879 -24.447
H: 12.435 1.253 -24.061
H: 9.706 -0.123 -23.750
H: 10.876 -0.121 -22.658
H: 9.230 0.376 -22.148
H: 11.648 2.105 -21.425
H: 11.324 3.511 -22.396
H: 9.301 2.189 -20.380
H: 10.191 3.574 -20.230
H: 9.126 4.639 -21.773
H: 7.833 3.796 -20.938
H: 7.528 1.328 -21.837
H: 6.651 1.509 -23.510
H: 6.212 2.309 -21.945
H: 7.816 5.021 -23.955
H: 6.386 4.554 -23.064
H: 6.959 3.756 -24.668
H: 9.019 2.979 -25.491
C: 8.045 24.422 -9.308
C: 7.256 23.378 -8.737
C: 7.679 23.055 -7.283
C: 5.893 24.035 -8.666
C: 4.890 22.926 -8.277
C: 4.845 22.022 -9.479
C: 6.208 21.217 -9.802
C: 6.323 20.028 -8.909
C: 6.085 20.729 -11.255
N: 7.339 22.188 -9.646
O: 8.557 21.550 -9.723
H: 9.105 24.197 -9.198
H: 7.959 24.620 -10.376
H: 7.906 25.405 -8.859
H: 7.085 22.195 -6.975
H: 8.670 22.681 -7.028
H: 7.466 23.854 -6.573
H: 5.741 24.685 -7.804
H: 5.554 24.636 -9.510
H: 4.949 22.330 -7.366
H: 3.933 23.448 -8.297
H: 4.326 22.617 -10.230
H: 4.131 21.242 -9.215
H: 7.163 19.398 -9.202
H: 5.623 19.235 -9.171
H: 6.216 20.277 -7.853
H: 5.354 20.000 -11.603
H: 7.011 20.208 -11.498
H: 6.132 21.563 -11.955
H: 8.745 21.802 -10.630
C: 0.638 0.218 -10.896
C: 1.983 0.195 -11.512
C: 2.724 -1.099 -10.903
C: 1.669 -0.140 -13.033
C: 2.875 0.207 -13.951
C: 3.326 1.647 -13.711
C: 3.733 1.956 -12.260
C: 5.068 1.244 -11.926
C: 3.913 3.535 -12.215
N: 2.617 1.606 -11.331
O: 2.981 1.866 -10.025
H: 0.657 0.715 -9.926
H: 0.024 0.955 -11.414
H: 0.186 -0.773 -10.901
H: 3.759 -1.045 -11.241
H: 2.521 -1.128 -9.832
H: 2.266 -2.054 -11.158
H: 1.644 -1.205 -13.266
H: 0.744 0.220 -13.482
H: 3.592 -0.614 -13.977
H: 2.512 0.358 -14.968
H: 2.432 2.264 -13.803
H: 4.125 1.974 -14.376
H: 5.004 0.235 -12.334
H: 5.395 1.352 -10.892
H: 5.861 1.718 -12.504
H: 4.137 3.872 -11.203
H: 3.036 4.152 -12.411
H: 4.745 3.836 -12.851
H: 2.288 2.476 -9.759
C: 14.995 13.804 -19.551
C: 14.176 13.257 -20.815
C: 12.642 13.643 -20.750
C: 14.783 13.776 -22.081
C: 14.315 13.013 -23.329
C: 14.515 11.481 -23.204
C: 13.903 10.869 -21.929
C: 12.324 10.760 -22.150
C: 14.478 9.541 -21.842
N: 14.318 11.751 -20.792
O: 13.857 11.293 -19.579
H: 16.061 13.581 -19.503
H: 15.040 14.867 -19.785
H: 14.677 13.605 -18.527
H: 11.920 12.911 -20.387
H: 12.547 14.467 -20.043
H: 12.277 13.990 -21.717
H: 14.466 14.818 -22.118
H: 15.863 13.777 -21.935
H: 13.286 13.330 -23.501
H: 14.870 13.375 -24.195
H: 15.597 11.359 -23.250
H: 14.243 10.953 -24.118
H: 12.066 9.860 -22.708
H: 11.772 11.609 -22.554
H: 11.905 10.519 -21.173
H: 15.564 9.571 -21.755
H: 14.286 8.984 -22.759
H: 14.130 9.021 -20.949
H: 14.593 10.724 -19.341
C: 3.312 15.236 -16.714
C: 4.265 14.078 -16.866
C: 5.518 14.707 -17.632
C: 4.701 13.714 -15.399
C: 5.338 12.393 -15.211
C: 4.456 11.225 -15.785
C: 4.142 11.423 -17.360
C: 5.418 11.104 -18.168
C: 2.974 10.553 -17.778
N: 3.647 12.858 -17.457
O: 3.305 13.118 -18.755
H: 3.732 16.046 -16.117
H: 2.964 15.637 -17.667
H: 2.445 14.896 -16.147
H: 6.161 13.829 -17.688
H: 5.293 15.105 -18.622
H: 6.122 15.367 -17.009
H: 5.440 14.432 -15.044
H: 3.858 13.731 -14.708
H: 6.297 12.374 -15.729
H: 5.335 12.134 -14.152
H: 3.572 11.039 -15.175
H: 4.941 10.257 -15.659
H: 5.637 10.058 -18.384
H: 6.351 11.279 -17.631
H: 5.351 11.493 -19.183
H: 3.253 9.536 -18.053
H: 2.381 10.951 -18.602
H: 2.271 10.599 -16.946
H: 2.454 13.553 -18.666
C: 13.865 7.978 -9.404
O: 13.306 8.437 -10.641
C: 13.716 7.757 -11.827
C: 12.580 7.910 -12.852
C: 11.298 7.186 -12.373
N: 12.931 7.300 -14.165
H: 14.930 8.197 -9.322
H: 13.848 6.896 -9.268
H: 13.413 8.633 -8.659
H: 14.761 8.047 -11.940
H: 13.748 6.672 -11.725
H: 12.224 8.940 -12.892
H: 10.508 7.395 -13.094
H: 10.868 7.666 -11.493
H: 11.480 6.114 -12.448
H: 12.235 7.547 -14.854
H: 13.017 6.298 -14.075
C: 12.424 15.336 -11.462
O: 11.831 14.835 -10.330
C: 12.702 14.406 -9.376
C: 13.516 15.579 -8.755
C: 14.165 15.079 -7.511
N: 12.546 16.747 -8.526
H: 12.837 16.342 -11.405
H: 11.828 15.117 -12.349
H: 13.277 14.684 -11.648
H: 12.101 13.977 -8.574
H: 13.410 13.664 -9.746
H: 14.214 15.863 -9.543
H: 13.567 14.711 -6.678
H: 14.878 15.732 -7.006
H: 14.808 14.219 -7.699
H: 12.083 17.188 -9.307
H: 11.820 16.161 -8.140
C: -1.073 13.984 -24.862
O: -0.571 12.998 -23.911
C: -0.490 11.676 -24.337
C: 0.689 11.512 -25.293
C: 0.808 10.038 -25.558
N: 1.967 11.923 -24.735
H: -1.024 14.996 -24.460
H: -2.132 13.884 -25.099
H: -0.493 13.962 -25.784
H: -0.340 11.239 -23.350
H: -1.373 11.294 -24.849
H: 0.520 11.948 -26.278
H: 1.690 9.878 -26.178
H: -0.064 9.643 -26.080
H: 1.014 9.476 -24.648
H: 1.926 11.778 -23.736
H: 1.817 12.921 -24.686
C: -6.091 2.546 -20.936
O: -5.753 3.785 -20.392
C: -4.684 3.786 -19.418
C: -3.279 3.993 -20.119
C: -2.110 3.818 -19.175
N: -3.206 5.320 -20.642
H: -6.805 1.892 -20.435
H: -5.284 1.959 -21.374
H: -6.632 2.873 -21.824
H: -4.914 4.499 -18.627
H: -4.703 2.858 -18.846
H: -3.192 3.262 -20.923
H: -1.994 4.651 -18.481
H: -1.177 3.691 -19.724
H: -2.243 2.923 -18.567
H: -3.314 5.975 -19.881
H: -3.946 5.457 -21.315
C: -4.214 10.879 -17.731
O: -4.717 9.598 -17.985
H: -3.517 11.249 -18.484
H: -4.989 11.646 -17.743
H: -3.770 10.857 -16.736
H: -5.380 9.633 -18.678

Results
Total charge: 0
HOMO energy (eV): -7.956
SMILES string: CC1(C)CCCC(C)(C)N1O.CC1(C)CCCC(C)(C)N1O.CC1(C)CCCC(C)(C)N1O.CC1(C)CCCC(C)(C)N1O.CC1(C)CCCC(C)(C)N1O.CC1(C)CCCC(C)(C)N1O.COC[C@H](C)N.COC[C@H](C)N.COC[C@H](C)N.COC[C@H](C)N.CO
Gap between HOMO and LUMO (eV): 8.347

# C4H18O4

5 unconnected molecules or ions with the total composition C4H18O4 in a non-equilibrium geometry (wB97M-V/def2-TZVPD, OMol25).

Positions of all 26 atoms, in Å:
C: 0.765 0.456 2.096
C: 0.018 -0.629 1.249
C: 0.713 -0.930 -0.073
C: 0.357 -2.226 -0.797
H: 1.587 -0.076 2.558
H: 0.008 0.842 2.765
H: 1.026 1.289 1.451
H: -0.949 -0.202 0.973
H: -0.065 -1.506 1.887
H: 0.625 -0.105 -0.778
H: 1.764 -1.062 0.132
H: 0.523 -2.105 -1.867
H: -0.651 -2.655 -0.720
H: 0.923 -3.099 -0.460
O: -2.189 -0.242 -1.694
H: -1.937 -1.139 -1.926
H: -1.471 0.343 -1.970
O: 3.493 0.651 0.402
H: 3.505 -0.212 0.831
H: 2.787 1.126 0.834
O: -0.528 2.187 -1.931
H: -0.027 1.877 -1.172
H: -0.874 3.070 -1.771
O: -3.228 1.798 0.100
H: -3.009 1.511 -0.796
H: -3.168 1.036 0.679

Results
Total charge: 0
HOMO energy (eV): -11.041
SMILES string: CCCC.O.O.O.O
Gap between HOMO and LUMO (eV): 11.552

# C2H3NO3S

A single C2H3NO3S molecule in a non-equilibrium geometry (wB97M-V/def2-TZVPD, OMol25).

Positions of all 10 atoms, in Å:
C: 0.622 -1.025 0.132
C: -1.465 0.174 0.026
N: 1.716 1.978 -0.498
O: 0.165 -2.098 -0.105
O: 1.904 -0.733 0.240
O: -0.079 0.113 0.308
S: 2.561 0.955 0.027
H: -1.728 -0.485 -0.801
H: -1.650 1.214 -0.241
H: -2.045 -0.094 0.911

Results
Total charge: 0
HOMO energy (eV): -10.779
Gap between HOMO and LUMO (eV): 9.442

# C3H8N2O2

A single C3H8N2O2 molecule in a non-equilibrium geometry (wB97M-V/def2-TZVPD, OMol25).

Positions of all 15 atoms, in Å:
C: 2.219 -0.735 -0.134
N: 1.620 0.491 0.083
C: 0.375 0.926 -0.227
O: 0.272 2.223 -0.263
N: -0.348 -0.126 -0.624
O: -1.795 -0.055 -0.810
C: -2.539 -0.011 0.322
H: 1.402 -1.403 0.397
H: 3.204 -0.876 0.314
H: 2.111 -1.006 -1.220
H: 2.224 1.164 0.206
H: -0.122 -0.884 -0.066
H: -2.480 -0.793 1.101
H: -3.713 0.001 0.197
H: -2.428 1.084 0.725

Results
Total charge: 0
HOMO energy (eV): -9.396
SMILES string: CNC(=O)NOC
Gap between HOMO and LUMO (eV): 10.016

# C17H23ClN2O2

A single C17H23ClN2O2 molecule (wB97M-V/def2-TZVPD, OMol25).

Positions of all 45 atoms, in Å:
C: -3.660 0.236 1.667
C: -2.489 -0.711 1.911
C: -1.641 -0.224 3.095
C: -0.200 -0.699 2.946
C: 0.429 -0.020 1.730
N: -0.550 0.149 0.665
C: -0.406 1.200 -0.165
O: 0.531 1.976 -0.031
C: -1.448 1.388 -1.262
C: -0.993 2.434 -2.282
C: -0.039 1.821 -3.312
N: 1.063 1.140 -2.670
C: 1.034 -0.202 -2.496
O: 0.239 -0.931 -3.068
C: 2.050 -0.753 -1.550
C: 1.795 -2.013 -1.016
C: 2.655 -2.586 -0.099
C: 3.792 -1.890 0.282
Cl: 4.870 -2.586 1.439
C: 4.076 -0.644 -0.256
C: 3.206 -0.078 -1.169
C: -1.595 -0.842 0.659
H: -3.297 1.230 1.413
H: -4.271 0.316 2.563
H: -4.288 -0.125 0.856
H: -2.888 -1.705 2.136
H: -2.068 -0.581 4.033
H: -1.645 0.868 3.120
H: 0.381 -0.447 3.833
H: -0.180 -1.785 2.835
H: 1.283 -0.599 1.358
H: 0.791 0.979 1.990
H: -2.382 1.705 -0.793
H: -1.623 0.443 -1.778
H: -0.485 3.243 -1.751
H: -1.855 2.848 -2.805
H: 0.358 2.601 -3.969
H: -0.561 1.075 -3.918
H: 1.551 1.694 -1.980
H: 0.906 -2.534 -1.339
H: 2.451 -3.560 0.318
H: 4.972 -0.123 0.042
H: 3.450 0.884 -1.592
H: -1.116 -1.828 0.649
H: -2.202 -0.761 -0.239

Results
Total charge: 0
HOMO energy (eV): -9.112
SMILES string: C[C@@H]1CCCN(C(=O)CCCNC(=O)c2ccc(Cl)cc2)C1
Gap between HOMO and LUMO (eV): 9.713

# C25H21N10Sn

A molecular structure, C25H21N10Sn (wB97M-V/def2-TZVPD, OMol25).

Positions of all 57 atoms, in Å:
Sn: 0.861 0.623 1.085
C: -0.427 0.629 -2.100
N: -0.810 0.229 -0.725
C: -1.104 -1.224 -0.683
C: 0.197 -1.941 -0.506
N: 1.208 -1.358 0.113
C: 2.250 -2.295 0.155
C: 3.534 -2.211 0.690
C: 4.330 -3.330 0.568
C: 3.872 -4.498 -0.067
C: 2.603 -4.589 -0.601
C: 1.805 -3.459 -0.472
N: 0.497 -3.186 -0.881
C: -0.031 2.068 -2.163
N: 0.933 2.574 -1.373
C: 0.958 3.879 -1.623
C: 1.774 4.891 -1.022
C: 1.399 6.164 -1.208
C: 0.159 6.531 -1.984
C: -0.390 5.472 -2.901
C: -0.036 4.212 -2.620
N: -0.598 2.971 -2.957
H: -1.236 0.423 -2.805
H: 0.444 0.039 -2.401
H: -1.644 0.741 -0.444
H: -1.635 -1.566 -1.575
H: -1.744 -1.411 0.181
H: 3.897 -1.314 1.176
H: 5.334 -3.314 0.968
H: 4.536 -5.349 -0.140
H: 2.257 -5.489 -1.090
H: -0.109 -3.819 -1.383
H: 2.623 4.615 -0.413
H: 1.921 6.983 -0.727
H: 0.268 7.496 -2.476
H: -1.177 5.744 -3.596
H: -1.351 2.812 -3.615
N: -2.491 -2.092 5.728
C: -1.863 -1.562 4.685
C: -0.889 -2.286 3.955
C: -0.261 -1.701 2.898
N: -0.520 -0.435 2.476
C: -1.446 0.268 3.183
C: -2.125 -0.241 4.248
H: -2.286 -3.025 6.048
H: -3.168 -1.566 6.256
H: -0.626 -3.296 4.238
H: 0.497 -2.254 2.358
H: -1.626 1.285 2.858
H: -2.849 0.378 4.760
N: -1.382 2.818 0.985
C: -1.893 3.705 0.460
C: -2.446 4.810 -0.254
C: -3.718 4.652 -0.893
N: -4.705 4.434 -1.438
C: -1.636 5.811 -0.606
N: -0.897 6.701 -0.910

Results
Total charge: +3
HOMO energy (eV): -16.575
Gap between HOMO and LUMO (eV): 5.627

Table of DFT total energy (Ha), in record order: -265.6107 -175.2843 -7881.5528 -4176.8534 -464.1304 -756.6118 -378.9617 -1381.8397 -1726.2073
Table of energy relative to the best compared isomer or geometry (same formula, charge and spin) (kJ/mol), in record order: 452.9 9.6 88.4 48.8 71.3 168.9 470.7 20.4 0.0